This record from the OMol25 dataset describes one molecule with the formula C17H23N5S in a non-equilibrium geometry. The level of theory is ωB97M-V/def2-TZVPD.

The LUMO energy comes out at 0.7 eV. As for the total energy: -1333.5930 Eh. As for the SMILES: c1ccc2sc(NC3=NCN(C4CCCCCC4)CN3)nc2c1. The value obtained for the HOMO energy is -7.994 eV.

XYZ file:
```
46
C17H23N5S | the OMol25 dataset | ωB97M-V/def2-TZVPD
C 6.865 -0.234 0.508
H 7.613 -1.179 -1.275
H -0.758 -0.895 0.196
C -0.078 1.027 0.249
C 4.485 0.310 -1.179
H 4.851 1.251 -0.770
C 2.196 1.388 0.523
H 7.853 -0.447 0.924
H 6.618 0.790 0.794
H 5.370 -1.543 -1.798
H 5.814 -0.175 -2.799
N -1.367 1.538 0.107
H 3.836 -1.161 1.913
C 6.976 -0.330 -1.016
H 4.528 0.442 1.658
H 2.468 1.452 1.595
N 0.073 -0.317 0.195
C 5.839 -1.175 1.141
C -6.237 -0.011 -0.242
H 3.586 -1.502 -0.495
C -4.881 0.229 -0.138
C -6.670 -1.325 -0.225
H 3.775 0.546 -1.974
N -2.644 -0.435 0.078
H 5.800 -2.115 0.590
H -6.130 -3.390 -0.096
H -3.700 -2.945 0.090
C -2.517 0.844 0.036
N 2.355 0.050 -0.019
C -5.765 -2.374 -0.106
H 6.163 -1.407 2.158
C 5.650 -0.489 -1.766
S -4.040 1.759 -0.129
H -6.934 0.807 -0.333
H 7.483 0.570 -1.370
C -3.952 -0.826 -0.017
C -4.409 -2.138 -0.002
N 0.855 1.884 0.393
H 1.456 -0.940 1.649
C 1.372 -0.841 0.543
C 4.443 -0.559 1.230
H -7.726 -1.535 -0.304
H 2.846 2.069 -0.032
C 3.709 -0.478 -0.116
H 1.485 -1.834 0.097
H -1.404 2.547 0.088
```

---

This record from the OMol25 dataset describes a 3-piece molecular cluster, C15H29NO9S overall. The level of theory is ωB97M-V/def2-TZVPD.

The LUMO energy comes out at 0.5 eV. As for the total energy: -1719.0700 Eh. As for the SMILES: [H]/N=C(\C)C[C@@H]1CCS(=O)(=O)OC1.CCOC(=O)OC.CCOC(=O)OC. The value obtained for the HOMO energy is -10.329 eV.

XYZ file:
```
55
C15H29NO9S | the OMol25 dataset | ωB97M-V/def2-TZVPD
C -3.514 1.079 -1.115
H 1.181 3.705 -6.001
H 1.764 3.270 -3.049
H -0.732 -3.075 7.793
H -3.383 1.856 -1.866
H 4.687 3.018 -2.283
S -1.328 3.997 -3.967
H -2.814 2.344 0.481
H 3.568 5.023 -3.530
O -2.493 -1.500 2.034
H -1.963 -4.326 5.284
H -0.094 -8.433 5.670
O -2.255 3.346 -3.103
C 0.664 -8.156 6.401
H -0.876 2.519 -5.692
H -3.280 0.114 -1.565
C 0.041 -5.924 6.595
C 0.924 5.126 -3.674
H -0.395 1.893 -4.113
C 1.784 3.901 -3.944
H -1.549 1.356 -0.258
H 3.235 4.829 -5.249
H 0.134 -3.426 6.293
H 1.578 -7.870 5.886
H -0.867 -2.790 1.845
H -2.172 -3.269 2.953
H 0.640 5.605 -4.616
C 1.127 3.114 -5.083
C -0.336 2.758 -4.775
H -2.406 -3.399 1.193
O -0.287 4.704 -3.001
O -1.480 -1.072 0.063
C 4.385 2.360 -3.102
H 0.854 -8.986 7.074
H 5.383 2.131 -5.388
C -0.701 -3.729 6.924
O -1.779 4.934 -4.946
O -2.778 0.442 1.135
O 0.275 -5.725 5.430
C 4.177 3.154 -4.363
H -4.554 1.060 -0.785
O -0.437 -5.036 7.464
C 3.216 4.313 -4.287
C -2.009 -3.691 6.167
H 5.165 1.612 -3.243
N 4.752 2.930 -5.466
H 1.412 5.867 -3.044
H 3.469 1.851 -2.798
H -2.227 -2.670 5.849
C -1.945 -2.819 1.992
O 0.192 -7.087 7.227
H 1.645 2.174 -5.281
C -2.175 -0.733 0.988
H -2.827 -4.041 6.797
C -2.595 1.371 0.046
```

---

This record from the OMol25 dataset describes a 2-piece molecular cluster, C19H20Br2ClN4O7PS overall in a non-equilibrium geometry. The level of theory is ωB97M-V/def2-TZVPD.

The LUMO energy comes out at -0.6 eV. As for the total energy: -7829.0807 Eh. As for the SMILES: C/C(Br)=C(\Br)c1cc2c(c(N=C=O)c1N)N(O)c1c(cc(Cl)c(O)c1N)S2.COP(=O)(OC)OC. The value obtained for the HOMO energy is -8.341 eV.

XYZ file:
```
55
C19H20Br2ClN4O7PS | the OMol25 dataset | ωB97M-V/def2-TZVPD
C -2.224 6.824 -3.504
C -0.158 2.528 -4.967
Br -2.102 0.217 -2.082
C -3.291 -0.126 0.616
H 2.716 -2.227 0.067
N 2.718 -5.597 3.338
C 0.640 -0.993 1.582
C -0.486 -3.335 0.712
H -3.532 -3.592 0.767
C 2.761 -1.525 3.487
O -0.947 5.165 -6.012
H 2.434 6.565 -4.378
C 0.780 -2.563 1.302
C 3.515 -3.902 5.310
H 1.796 5.396 -5.554
H -1.496 7.323 -2.859
H 3.477 -0.101 5.209
H -0.838 2.638 -5.813
Br -4.569 0.052 2.159
C -4.777 1.403 -0.970
C -0.325 -5.360 1.636
C -1.927 -0.993 0.802
H -5.758 0.906 -0.590
H 3.513 -5.826 2.703
O -0.310 3.579 -4.027
H -3.212 6.920 -3.051
O 3.002 -3.004 0.620
Cl 4.409 -2.127 7.550
H -0.382 1.584 -4.466
H -2.622 -4.119 -0.584
H -2.233 7.296 -4.489
O -1.903 5.446 -3.604
C 3.740 -2.416 5.846
H -0.737 0.926 1.581
H 0.875 2.502 -5.321
C -3.493 0.492 -0.654
H 2.252 4.861 -3.910
C -0.682 -0.190 1.341
P -0.685 5.042 -4.559
N -2.996 -3.295 -0.081
C 2.955 -4.230 3.877
H -4.807 1.547 -2.125
N -0.364 -4.814 0.427
O 3.832 -4.995 6.185
C 2.573 -3.019 2.944
O -0.258 -6.023 2.699
C -1.843 -2.525 0.472
H 2.659 -6.272 4.117
C 1.817 5.674 -4.497
N 2.043 -3.292 1.570
O 0.516 5.954 -4.012
H -4.587 2.427 -0.447
H 2.966 -5.406 6.463
S 2.202 -0.205 2.271
C 3.349 -1.196 4.904
```

---

Number 1: orbital gap 8.73 eV. Number 2: orbital gap 10.82 eV. Number 3: orbital gap 7.71 eV.